1.
The molecule C5H10O, computed with wB97M-V/def2-TZVPD.

Atoms and positions in Å:
C  -1.722  1.056  0.067
C  -1.349  -0.379  0.330
C  0.108  -0.577  0.598
C  0.975  -0.461  -0.567
C  2.215  0.194  -0.500
O  2.289  -1.174  -0.212
H  -1.229  1.426  -0.835
H  -1.453  1.692  0.916
H  -2.798  1.144  -0.085
H  -1.638  -0.996  -0.529
H  -1.901  -0.736  1.200
H  0.385  -1.664  0.776
H  0.469  -0.016  1.472
H  0.674  -0.798  -1.546
H  2.651  0.458  -1.445
H  2.322  0.832  0.360

Output
* SMILES: CCC[C@H]1CO1

2.
The molecule C5H10O, computed with wB97M-V/def2-TZVPD.

Atoms and positions in Å:
C  2.166  -0.136  -0.385
C  1.019  0.588  0.316
C  -0.304  0.497  -0.411
C  -1.063  -0.836  -0.399
C  -2.195  -0.005  0.236
O  -1.361  1.138  0.403
H  1.950  -1.205  -0.501
H  2.354  0.276  -1.383
H  3.095  -0.047  0.188
H  0.861  0.179  1.321
H  1.255  1.652  0.436
H  -0.231  0.941  -1.421
H  -0.613  -1.586  0.262
H  -1.295  -1.289  -1.368
H  -2.633  -0.362  1.171
H  -3.004  0.194  -0.471

Output
* SMILES: CC[C@H]1CCO1

3.
The molecule C5H10O, computed with wB97M-V/def2-TZVPD.

Atoms and positions in Å:
C  -2.542  0.652  0.076
O  -1.502  -0.267  0.268
C  -0.274  0.364  0.543
C  0.830  -0.644  0.386
C  2.246  -0.173  0.226
C  1.516  -0.776  -0.942
H  -2.632  1.361  0.916
H  -2.392  1.237  -0.845
H  -3.470  0.083  -0.008
H  -0.107  1.201  -0.158
H  -0.288  0.793  1.561
H  0.675  -1.557  0.956
H  3.030  -0.757  0.697
H  2.436  0.898  0.213
H  1.197  -0.107  -1.738
H  1.810  -1.764  -1.283

Output
* SMILES: COCC1CC1

Molar mass
In order: 86.13; 86.13; 86.13
Unit: g/mol
Total energy
In order: -271.680198; -271.710081; -271.695986
Unit: hartree
Max |F|
In order: 2.26; 1.02; 0.34
Unit: eV/Å